Below is a structure of composition C44H59BrCl2N3O3PtSb at a distorted geometry, with properties calculated with ωB97M-V with the def2-TZVPD basis set.

```
114
Properties=species:S:1:pos:R:3:forces:R:3:mulliken_spin:R:1
Pt 0.07817 0.71051 0.99850 0.5 -0.4 0.1 1.50
Br 0.73887 -1.62109 2.47911 -0.4 0.2 0.0 0.16
C -1.11657 -1.78906 2.92659 0.2 0.0 0.0 -0.01
C -1.44119 -2.64724 3.94240 0.0 0.0 0.0 0.02
C -2.78717 -2.81882 4.29850 0.0 0.0 0.0 -0.02
C -3.76384 -2.15404 3.60859 -0.1 0.1 0.0 0.06
C -3.43773 -1.27267 2.55525 0.2 0.0 0.0 0.00
C -4.45261 -0.58194 1.84788 0.0 0.0 0.0 0.14
C -4.14251 0.29015 0.83557 0.0 0.1 0.0 -0.02
C -2.80371 0.50854 0.49020 -0.2 -0.1 -0.3 0.00
C -1.76739 -0.10908 1.17633 0.4 0.7 0.3 0.35
C -2.07528 -1.05374 2.20292 0.0 -0.3 0.0 0.08
H -0.66898 -3.19451 4.46542 0.0 0.0 0.0 0.00
H -3.04239 -3.47870 5.11565 0.0 0.0 0.0 0.00
H -4.80817 -2.28471 3.86189 0.0 0.0 0.1 0.00
H -5.48604 -0.76158 2.11714 0.0 0.0 0.0 0.00
H -4.92547 0.81567 0.30507 0.0 0.0 0.0 0.00
H -2.58492 1.20261 -0.31219 0.1 0.0 0.0 0.01
C -2.75043 -0.01106 -3.26607 0.0 0.0 0.1 0.05
C -1.83680 -0.90912 -4.08455 0.3 -0.3 0.5 0.16
C -2.61961 -1.80690 -5.02629 0.0 -0.1 0.0 0.04
C -0.80430 -0.07586 -4.82481 0.0 0.0 0.0 0.01
Sb -0.73528 -2.24739 -2.58199 -0.3 -0.5 -0.9 0.28
C -2.18113 -3.91938 -1.94620 0.5 0.5 -0.1 0.17
C -3.49462 -3.24132 -1.60525 0.0 0.0 0.0 0.03
C -1.55776 -4.56319 -0.71908 0.0 0.0 0.1 0.02
C -2.35278 -4.90565 -3.08617 0.0 -0.1 0.0 0.02
C 1.09486 -3.15216 -3.58801 -0.4 0.4 0.3 0.06
C 1.77605 -3.99804 -2.52479 -0.1 0.0 0.1 0.03
C 1.97853 -1.98631 -4.01404 -0.2 0.0 0.1 -0.01
C 0.65024 -3.98304 -4.77828 -0.1 0.0 0.0 0.05
H -3.33836 0.61246 -3.94674 0.0 0.0 0.0 0.00
H -2.15999 0.64766 -2.62462 -0.1 0.0 0.0 0.02
H -3.44648 -0.57758 -2.64548 0.0 0.0 0.0 -0.01
H -3.04605 -1.19375 -5.82721 0.0 0.0 0.0 0.01
H -3.44638 -2.30175 -4.51753 0.0 0.0 -0.1 0.00
H -1.99055 -2.56122 -5.50014 0.0 0.0 0.0 -0.01
H -1.32631 0.70068 -5.39281 0.0 0.0 0.0 0.00
H -0.23479 -0.67220 -5.53661 0.0 0.0 0.0 0.00
H -0.11306 0.42079 -4.14200 0.0 0.0 -0.1 0.00
H -3.35582 -2.43825 -0.88248 -0.1 0.1 0.1 0.01
H -4.17084 -3.97564 -1.15534 0.0 0.0 0.0 0.00
H -3.98916 -2.84579 -2.49248 0.0 0.0 0.1 0.01
H -1.36150 -3.83038 0.06757 0.0 0.0 0.0 0.00
H -0.62598 -5.07555 -0.95813 0.0 0.0 0.0 0.00
H -2.24771 -5.31099 -0.31482 0.0 0.0 0.0 0.00
H -2.64309 -4.41847 -4.01645 0.0 -0.1 0.0 0.00
H -3.15250 -5.60631 -2.82184 0.0 0.0 0.0 0.02
H -1.45645 -5.49864 -3.25676 0.0 0.0 0.0 0.00
H 2.00781 -3.40597 -1.63850 0.0 -0.1 0.0 -0.01
H 2.71098 -4.39927 -2.92682 0.0 0.0 0.0 0.00
H 1.15968 -4.84791 -2.22826 0.0 0.0 0.0 0.00
H 2.10862 -1.27102 -3.19937 0.1 0.0 -0.1 0.00
H 1.56568 -1.46009 -4.87309 0.1 0.0 0.0 0.00
H 2.96459 -2.36606 -4.29963 -0.2 -0.1 0.0 0.01
H 0.02410 -4.82119 -4.48289 0.0 0.0 -0.1 -0.01
H 1.53790 -4.40194 -5.26275 0.0 0.1 0.0 0.01
H 0.11716 -3.38824 -5.52123 0.0 0.0 0.0 0.00
C -1.75855 3.64664 1.75185 0.2 0.0 -0.2 0.00
C -1.52274 3.79399 0.26368 -0.2 0.1 0.2 -0.01
O -0.41699 2.99054 -0.16331 0.1 -0.4 0.2 0.11
C -0.13934 3.19050 -1.55483 0.1 0.0 -0.3 -0.01
C 0.91212 2.21249 -2.02414 -0.2 0.1 0.2 -0.01
H -2.67671 4.16151 2.03079 0.0 0.1 0.0 0.00
H -0.92890 4.07014 2.31654 0.0 0.0 0.1 0.00
H -1.86032 2.59630 2.02286 -0.1 0.0 0.1 0.00
H -1.30816 4.83870 0.01739 0.0 0.0 0.0 0.00
H -2.41834 3.50426 -0.30107 0.1 0.0 0.0 0.00
H 0.19935 4.22209 -1.69434 -0.1 0.0 0.0 0.00
H -1.06696 3.06342 -2.12705 0.0 0.0 0.1 0.00
H 1.85819 2.38001 -1.51059 0.0 -0.1 0.0 0.00
H 1.07814 2.31836 -3.09535 0.0 0.0 0.0 0.00
H 0.57977 1.19227 -1.81641 0.1 -0.1 -0.1 0.06
Cl 3.68487 2.28746 -3.94189 0.1 0.0 0.1 0.00
C 4.36414 1.10923 -5.01477 0.1 -0.5 0.0 0.00
C 4.42799 1.42097 -6.36279 0.0 0.0 0.0 0.00
C 4.81414 0.46384 -7.28279 0.0 0.0 -0.1 0.00
C 5.09042 -0.82577 -6.86197 0.0 -0.1 -0.1 0.00
C 5.04839 -1.12786 -5.51625 0.1 0.4 0.0 0.00
Cl 5.39916 -2.74706 -4.99576 0.2 -0.2 -0.1 0.00
C 4.74361 -0.16120 -4.53955 0.1 0.1 0.0 0.00
N 4.74477 -0.54085 -3.20634 -0.4 0.1 -0.1 0.00
C 5.16823 0.19557 -2.08707 0.3 0.1 0.2 0.00
C 6.14311 1.19114 -2.20352 -0.1 -0.3 -0.1 0.00
C 6.59868 1.86231 -1.08833 -0.1 0.1 0.1 0.00
C 6.08025 1.55738 0.16545 0.1 0.0 0.0 0.00
C 5.12499 0.56586 0.28706 0.1 -0.1 -0.1 0.00
C 4.66073 -0.13264 -0.82494 0.0 0.2 -0.2 0.00
C 3.56413 -1.15472 -0.67690 -0.2 0.5 0.3 0.01
C 2.19898 -0.51474 -0.38090 0.6 -0.8 -0.9 0.20
O 2.18393 0.51437 0.34867 -0.9 0.2 0.4 0.23
O 1.17029 -1.06368 -0.84834 -0.2 0.5 0.5 0.01
H 4.15469 2.41445 -6.68981 0.0 0.0 0.0 0.00
H 4.87969 0.71727 -8.33106 0.0 0.0 0.0 0.00
H 5.34784 -1.59371 -7.57777 0.0 0.0 0.0 0.00
H 4.71747 -1.53836 -3.07969 0.2 0.0 0.0 0.00
H 6.56527 1.39788 -3.17796 0.0 0.0 0.0 0.00
H 7.37233 2.61183 -1.18643 0.0 0.0 0.0 0.00
H 6.44017 2.07822 1.04296 0.0 0.0 0.0 0.00
H 4.72163 0.32799 1.26312 0.0 0.0 0.0 0.00
H 3.76096 -1.80074 0.18483 0.0 -0.1 -0.1 0.00
H 3.44848 -1.77929 -1.55713 0.0 -0.1 0.2 0.00
C 3.04225 4.60279 3.74947 0.2 0.2 0.1 0.00
N 2.15007 3.47058 3.56253 -0.2 -0.1 -0.1 0.01
C 1.49759 2.79217 4.56248 -0.1 -0.1 0.0 0.00
C 0.74228 1.83636 3.95580 0.0 0.1 0.2 -0.01
N 0.93331 1.93471 2.60259 -0.3 -0.2 -0.3 0.16
C 1.78342 2.92471 2.39649 0.0 0.0 -0.1 -0.02
H 3.87406 4.32247 4.39240 0.0 -0.1 0.0 0.00
H 2.50414 5.42741 4.21337 0.0 0.0 0.0 0.00
H 3.42900 4.92401 2.78641 0.0 0.0 0.0 0.00
H 1.62562 3.04254 5.60094 0.0 0.0 0.0 0.00
H 0.09001 1.10577 4.40192 0.0 0.0 0.0 0.00
H 2.14578 3.23289 1.42940 0.0 0.1 0.0 0.00
```
Positions in Å, forces in eV/Å.

Results
Charge   +2
Gap between HOMO and LUMO (alpha / beta)   0.2408 / 0.1264 Eh
2S+1   5
ΔE to the lowest compared entry with this formula, charge and spin   0.0 kcal per mole
HOMO energy (alpha / beta)   -11.6 / -11.5 eV
Max |F|   1.3 eV/Å
⟨S²⟩   6.0325